Entry P
This record from OMol25 describes 2 unconnected molecules or ions with the total composition C3H3O2S2. The level of theory is wB97M-V/def2-TZVPD.

gap between HOMO and LUMO = 7.749 eV
LUMO energy = 3.21 eV
net charge = -1
molecular weight = 135.19 g/mol
HOMO energy = -4.54 eV

Each line ends with the natural charge from an NBO analysis.
Cartesian coordinates (Å):
C: 2.29274 -0.66329 -0.46372  -0.281
C: -2.04125 0.72399 0.04420  0.826
C: 1.58518 0.38601 -0.28285  -0.194
O: -3.22826 0.80178 0.18030  -0.700
O: -1.13427 1.41788 -0.33825  -0.742
S: 3.32639 0.62950 0.33049  -0.103
S: -1.37209 -1.08151 0.62172  -0.464
H: 2.47028 -1.65899 -0.78238  0.235
H: 0.67751 0.95821 -0.28020  0.307
H: -2.57622 -1.51358 0.97068  0.116


Entry Q
This record from OMol25 describes 2 unconnected molecules or ions with the total composition C3H3O2S2. The level of theory is wB97M-V/def2-TZVPD.

gap between HOMO and LUMO = 7.379 eV
LUMO energy = 3.26 eV
net charge = -1
molecular weight = 135.19 g/mol
HOMO energy = -4.11 eV

Each line ends with the natural charge from an NBO analysis.
Cartesian coordinates (Å):
C: 2.18649 -0.71042 0.11812  -0.282
C: -1.26184 1.37880 -1.55525  0.842
C: 1.57724 -0.61902 -0.98377  -0.233
O: -2.35624 1.80439 -1.76328  -0.677
O: -0.32148 1.00649 -2.25619  -0.746
S: 2.02226 -2.31799 -0.67568  -0.081
S: -0.92990 0.72799 0.37193  -0.482
H: 2.64305 -0.61358 1.16965  0.260
H: 0.97618 -0.04531 -1.61739  0.296
H: -1.85536 1.24020 1.16442  0.103


Tell me which of them is the least stable. Sure, it is entry Q.


Entry P
This record from OMol25 describes a gas-phase ion, C4H6NO5 (charge -1). The level of theory is wB97M-V/def2-TZVPD.

gap between HOMO and LUMO = 8.594 eV
LUMO energy = 3.60 eV
net charge = -1
molecular weight = 148.09 g/mol
SMILES string = C[C@H](/C=[N+](/[O-])O)OC(=O)[O-]
HOMO energy = -4.99 eV

Each line ends with the natural charge from an NBO analysis.
Cartesian coordinates (Å):
C: 1.73350 -0.65203 0.36608  -0.621
C: 0.32850 -0.42072 -0.36637  0.064
C: 0.15851 0.99667 -0.74179  -0.091
N: -0.29325 1.90138 0.07480  0.379
O: -0.35453 3.13122 -0.17348  -0.545
O: -0.70600 1.58706 1.35318  -0.563
O: -0.67855 -0.84156 0.43747  -0.657
C: -1.94912 -1.37379 -0.22680  0.965
O: -2.06511 -1.00410 -1.34486  -0.741
O: -2.70538 -1.88987 0.51172  -0.713
H: 2.46223 -1.02153 -0.32160  0.192
H: 2.11984 0.21260 0.73775  0.195
H: 1.74950 -1.38422 1.17324  0.212
H: 0.47955 -1.16701 -1.21714  0.199
H: 0.31978 1.42555 -1.72015  0.216
H: -0.59947 0.50036 1.45796  0.510


Entry Q
This record from OMol25 describes a gas-phase ion, C4H6NO5 (charge -1). The level of theory is wB97M-V/def2-TZVPD.

gap between HOMO and LUMO = 8.985 eV
LUMO energy = 3.71 eV
net charge = -1
molecular weight = 148.09 g/mol
SMILES string = C[C@H](/C=[N+](/[O-])O)OC(=O)[O-]
HOMO energy = -5.28 eV

Each line ends with the natural charge from an NBO analysis.
Cartesian coordinates (Å):
C: 1.79116 -0.69638 0.24809  -0.616
C: 0.42209 -0.39463 -0.37468  0.010
C: 0.26681 1.03876 -0.65886  -0.063
N: -0.24791 1.91751 0.13853  0.367
O: -0.50472 3.12168 0.02051  -0.505
O: -0.61487 1.41837 1.45145  -0.605
O: -0.51938 -0.90906 0.54293  -0.676
C: -1.90457 -1.34810 -0.15827  0.974
O: -1.79442 -1.44998 -1.38362  -0.754
O: -2.84563 -1.36928 0.61552  -0.714
H: 2.43139 -1.07711 -0.52096  0.195
H: 2.23802 0.28914 0.70740  0.200
H: 1.60504 -1.42607 0.99146  0.231
H: 0.14832 -0.89678 -1.28555  0.236
H: 0.54447 1.26354 -1.71772  0.204
H: -1.01581 0.51840 1.38377  0.516


Tell me which of them is the least stable. Sure, it is entry P.


Entry P
This record from OMol25 describes a single C5H11NO2 molecule. The level of theory is wB97M-V/def2-TZVPD.

gap between HOMO and LUMO (alpha / beta) = 9.195 / 7.361 eV
LUMO energy (alpha / beta) = 0.24 / -0.24 eV
net charge = 0
molecular weight = 117.15 g/mol
HOMO energy (alpha / beta) = -8.95 / -7.60 eV

Each line ends with the natural charge from an NBO analysis.
Cartesian coordinates (Å):
C: 0.86141 -0.29072 -1.68065  -0.663
C: -0.27304 0.12222 -0.76225  0.401
O: 0.26650 2.28927 -1.13128  -0.558
O: -1.46614 -0.31543 -1.38540  -0.721
N: -0.24435 1.38020 -0.16950  -0.158
H: 0.61559 3.00538 -0.58632  0.476
H: -2.16688 0.26676 -1.06409  0.479
H: 0.84367 -1.37496 -1.80077  0.223
H: 0.72713 0.16010 -2.66270  0.237
H: 1.82280 0.01875 -1.27636  0.217
C: 1.01394 -0.68866 1.53356  -0.621
C: -0.31198 -0.77761 0.80396  -0.298
C: -1.43927 -0.16630 1.38734  -0.265
H: -0.51508 -1.75460 0.36470  0.231
H: 0.99981 -1.31707 2.42789  0.215
H: 1.21012 0.33995 1.83546  0.217
H: 1.83752 -1.02666 0.90351  0.212
H: -2.44182 -0.44400 1.09427  0.187
H: -1.33993 0.57338 2.16864  0.191


Entry Q
This record from OMol25 describes a molecular structure, C5H11NO2. The level of theory is wB97M-V/def2-TZVPD.

gap between HOMO and LUMO = 4.959 eV
LUMO energy = -3.75 eV
net charge = 0
molecular weight = 117.15 g/mol
HOMO energy = -8.71 eV

Each line ends with the natural charge from an NBO analysis.
Cartesian coordinates (Å):
C: -0.47049 0.34608 1.29050  -0.265
N: 0.62851 -0.27396 0.55877  -0.271
C: 0.99305 -0.01935 -0.69048  0.103
C: 0.21080 0.12668 -1.83352  -0.059
O: -2.43278 0.52122 -1.47101  -1.017
C: 2.50810 -0.06144 -0.59640  -0.098
O: 2.76252 -0.44705 0.67422  -0.677
C: -1.59952 -0.58018 1.77093  -0.610
H: -0.18999 1.05436 2.07028  0.230
H: -0.95656 0.98446 0.53515  0.221
H: 1.76014 -0.37918 0.95515  0.429
H: 2.88482 -0.75908 -1.34607  0.189
H: 0.74745 0.42398 -2.73068  0.198
H: -0.91840 0.16477 -1.65504  0.314
H: -3.02612 0.21262 -2.15976  0.438
H: 2.86835 0.95792 -0.83944  0.197
H: -2.01305 -1.05819 0.87414  0.237
H: -1.39824 -1.35550 2.50800  0.214
H: -2.35860 0.14183 2.08527  0.228


Tell me which of them is the least stable. Sure, it is entry Q.